# C23H44ClF4N5O10PS2

A molecular structure, C23H44ClF4N5O10PS2 (ωB97M-V/def2-TZVPD, OMol25).

- Charge: -1
- E_LUMO: 1.68 eV

```
90
Properties=species:S:1:pos:R:3:forces:R:3
C -6.632242 -1.129879 0.272637 0.3 -0.3 0.6
O -6.062784 -0.307473 1.288008 -0.2 0.2 -0.7
C -5.893522 1.039218 0.886363 0.8 0.4 0.6
C -4.440475 1.385938 0.503436 -0.4 1.0 -0.5
C -4.371252 2.890912 0.060116 0.4 -1.3 0.0
C -3.122746 3.169277 -0.822935 0.1 0.8 0.1
C -2.196955 4.274104 -0.252382 -0.2 -0.2 0.8
C -1.305466 3.736028 0.895926 0.5 -0.1 -1.0
C -0.174778 2.818381 0.378950 0.5 -0.3 0.8
C 0.496581 2.040927 1.565275 -1.1 0.1 -1.2
C -0.460529 0.885091 2.027182 0.3 0.4 -0.8
C 0.281048 -0.493945 2.090346 0.5 3.7 1.3
C 1.549560 -0.266261 2.985869 -0.8 -1.6 0.3
C 1.201704 0.320654 4.379370 0.9 0.3 0.2
C 1.806481 1.721302 4.636046 -0.3 0.0 -0.9
F 1.805463 -0.526420 5.340021 -0.2 -0.1 -0.2
O -0.513687 -1.427272 2.844853 0.2 -0.7 -0.2
C -1.777558 -1.367441 2.605287 4.2 -0.3 0.5
N -2.841406 -1.239619 2.286447 -4.6 0.3 -0.9
O 0.543105 -0.777925 0.748961 -0.7 -1.2 0.9
C 0.729632 -2.071282 0.293728 1.3 -0.4 -2.7
F -0.376364 -2.903004 0.412285 0.1 0.4 1.0
C 2.019441 -2.807079 0.784192 -0.7 -0.6 1.0
C 1.747305 -4.151779 1.518734 2.3 -0.1 -0.4
C 3.098514 -4.926262 1.487011 -0.4 0.1 -0.9
Cl 1.337192 -3.943329 3.256585 -0.4 -0.1 -0.4
C 0.887131 -1.927504 -1.262617 0.5 -0.1 -0.1
C 1.999028 -0.912621 -1.650875 -0.5 -0.2 0.1
C 1.595614 0.550757 -1.689362 -0.2 -0.5 -0.3
N 2.473427 1.398023 -1.411535 0.3 0.9 0.6
N -0.395412 -1.815766 -1.963543 0.5 0.7 -0.1
N -1.230394 -0.782108 -1.508449 -0.7 0.3 0.2
C -0.280577 -1.926292 -3.412321 -1.6 -1.2 0.0
P -1.061590 -3.557591 -3.927605 1.5 -0.7 -0.5
O -0.123195 -4.255980 -4.810215 0.3 0.0 -0.7
O -2.510262 -3.329085 -4.624891 0.4 -0.4 1.5
O -1.275211 -4.514952 -2.619735 -0.7 1.2 -0.4
H -6.532114 -0.693870 -0.733056 -0.1 -0.1 0.3
H -6.089625 -2.085962 0.287802 -0.2 0.2 0.0
H -7.689474 -1.307018 0.532968 0.2 0.0 -0.4
H -6.157783 1.674100 1.751721 -0.1 -0.2 -0.3
H -6.554487 1.311462 0.045955 0.0 -0.2 0.2
H -3.752636 1.284869 1.351948 -0.2 -0.5 -0.3
H -4.120336 0.776142 -0.357303 0.0 -0.1 0.5
H -5.279040 3.086323 -0.528976 0.2 0.3 0.3
H -4.351575 3.474170 0.993922 -0.2 0.2 -0.5
H -2.517348 2.259546 -0.949209 -0.3 0.1 -0.1
H -3.456278 3.501655 -1.817972 0.1 -0.3 0.2
H -2.823987 5.072758 0.179182 0.1 -0.1 -0.3
H -1.571404 4.732834 -1.032137 -0.1 -0.2 0.2
H -1.909939 3.169809 1.623686 0.0 0.3 -0.1
H -0.807720 4.578782 1.403485 -0.3 -0.3 0.1
H -0.517123 2.066411 -0.349649 -0.1 0.3 0.2
H 0.624933 3.398231 -0.112466 -0.4 0.1 0.1
H 0.654404 2.790867 2.347867 0.4 -0.4 0.0
H 1.428072 1.648330 1.140010 -0.1 0.1 0.5
H -0.966846 1.133332 2.968285 0.3 -0.2 -0.1
H -1.245781 0.864669 1.253970 0.1 -0.5 0.4
H 2.331859 0.288747 2.465452 -0.3 -0.1 0.0
H 1.905343 -1.282160 3.223148 0.2 0.4 -0.1
H 0.129688 0.267595 4.594472 0.2 0.1 -0.1
H 2.509945 1.937469 3.820368 0.0 0.1 0.4
H 2.350558 1.763444 5.584259 -0.3 -0.1 -0.1
H 1.037165 2.505194 4.588441 0.2 -0.2 0.2
H 2.661628 -3.098673 -0.057102 -0.5 0.3 -0.1
H 2.662982 -2.158379 1.392050 -0.4 -0.1 0.0
H 1.044900 -4.782319 0.966891 -0.4 0.4 0.6
H 3.912064 -4.353832 1.949276 -0.3 -0.3 0.2
H 3.005674 -5.944726 1.879515 0.1 0.4 0.3
H 3.369705 -5.031410 0.420163 0.0 -0.1 0.3
H 1.273782 -2.918112 -1.574295 -0.2 0.3 0.1
H 2.416916 -1.220170 -2.622992 -0.2 0.3 0.2
H 2.843881 -0.991221 -0.951053 -0.2 0.1 -0.2
H 0.593133 0.904570 -1.974898 0.1 -0.7 -0.1
H 2.079271 2.339674 -1.478199 0.3 -0.1 -0.1
H -1.317586 -0.014072 -2.173478 0.3 -0.1 0.0
H -2.173126 -1.138115 -1.362181 0.2 -0.1 0.1
H 0.743740 -1.990042 -3.794673 -0.2 0.0 0.1
H -0.847825 -1.154185 -3.955931 0.4 0.1 0.3
H -2.979407 -4.179240 -4.543631 -0.1 0.3 -0.3
H -0.422649 -4.531503 -2.156719 -0.3 -0.1 0.1
N 5.817791 1.824353 -3.789524 0.3 0.2 0.3
S 5.986088 0.868131 -2.542479 -0.5 -1.8 1.3
O 5.710575 1.432982 -1.260476 0.2 0.5 -0.2
O 7.039079 -0.097367 -2.605482 0.2 0.3 -0.4
F 4.696756 -0.057418 -2.767347 0.0 0.3 -0.6
S 6.913022 2.953383 -3.847490 0.8 1.6 -0.2
O 6.575781 3.996832 -4.764463 -0.6 -0.5 -0.3
O 8.280345 2.537691 -3.839404 -0.2 -0.5 0.1
F 6.756406 3.692943 -2.441882 -0.1 -0.1 0.1
```
Forces are in eV/Å.

# C21H27As2CrN4O4S

A molecular structure, C21H27As2CrN4O4S (ωB97M-V/def2-TZVPD, OMol25).

- Charge: +2
- Multiplicity: 4
- E_LUMO (alpha / beta): -7.30 / -6.37 eV

```
60
Properties=species:S:1:pos:R:3:forces:R:3
Cr -0.735257 0.150412 -0.094553 -0.6 -0.8 0.2
C -2.196314 3.606703 0.424279 -0.1 -0.1 0.0
As -0.970023 2.559995 -0.637692 0.2 0.6 -0.3
C -1.257554 3.302522 -2.399106 0.0 -0.2 0.0
C 0.796762 3.196748 -0.148058 0.0 0.0 0.0
C 1.005793 4.511246 0.258329 0.0 -0.1 0.0
C 2.278011 4.932257 0.622742 0.0 0.0 0.0
C 3.344099 4.043396 0.576451 0.0 0.1 0.0
C 3.145608 2.734136 0.158691 0.0 0.0 0.0
C 1.874472 2.302503 -0.201636 -0.1 0.0 0.0
As 1.545329 0.490887 -0.820105 0.5 0.3 -0.1
C 2.967927 -0.580351 -0.094848 -0.2 -0.2 0.0
C 1.950291 0.542049 -2.700142 -0.1 -0.1 0.0
H -2.087212 4.652242 0.156889 0.0 0.1 0.0
H -2.027943 3.471929 1.488472 0.0 0.0 0.1
H -3.207118 3.288100 0.182250 -0.1 0.0 0.0
H -1.112379 4.375508 -2.329071 0.0 0.1 0.0
H -2.273024 3.088569 -2.722141 -0.1 0.0 0.0
H -0.556410 2.881027 -3.113065 0.0 0.0 0.0
H 0.183198 5.212988 0.287301 0.0 0.1 0.0
H 2.435789 5.954942 0.941609 0.0 0.0 0.0
H 4.334789 4.370311 0.865853 0.0 0.0 0.0
H 3.990287 2.060526 0.118232 0.0 0.0 0.0
H 2.883195 -0.661972 0.984087 0.0 0.0 0.1
H 3.915764 -0.130814 -0.365334 0.2 0.0 0.0
H 2.899396 -1.568163 -0.546144 0.0 0.0 0.0
H 1.931802 -0.477032 -3.077610 0.0 0.0 0.0
H 2.939085 0.975171 -2.814833 0.1 0.0 0.0
H 1.215068 1.134851 -3.234417 0.0 0.0 0.0
O -2.221014 -1.501034 5.224698 0.0 0.0 0.0
C -1.590665 -0.340640 5.279100 -0.1 0.1 0.0
O -1.470670 0.305646 6.279302 0.0 0.0 0.0
C -1.025475 0.207051 3.998351 -0.1 -0.1 0.0
C -0.402597 1.439865 3.937684 0.1 0.2 0.2
N -0.051881 1.660695 2.665966 0.1 0.1 0.0
N -0.391828 0.630138 1.879412 -0.2 -0.1 0.1
C -0.989507 -0.260507 2.686299 0.1 -0.1 -0.2
C -1.446178 -1.519000 2.007952 0.2 0.0 -0.3
O -2.040135 -2.387739 2.593807 0.0 -0.1 0.1
O -1.127972 -1.544998 0.725483 -0.1 0.2 0.2
H -2.226157 -1.895401 4.328815 0.0 -0.1 0.0
H -0.195332 2.138711 4.737471 0.0 -0.1 -0.1
H 0.465311 2.440244 2.284363 0.0 0.0 0.0
C -3.064287 -5.312761 -1.542780 0.0 0.1 0.0
C -1.872466 -4.438710 -1.732511 -0.2 0.0 -0.1
C -0.569139 -4.849148 -1.687845 0.2 -0.1 0.0
C 0.441731 -3.901371 -1.852405 0.1 0.1 0.0
N 0.171385 -2.590579 -1.980065 0.1 0.0 0.0
C -1.086340 -2.210922 -2.022107 0.0 0.1 0.1
S -1.549823 -0.523197 -2.164583 0.1 -0.1 -0.1
N -2.082954 -3.117827 -1.949116 -0.1 0.0 0.1
C 1.876708 -4.313804 -1.874162 -0.1 0.0 0.0
H -2.779776 -6.361100 -1.543632 0.0 0.0 0.0
H -3.808297 -5.145540 -2.325146 0.1 0.0 0.0
H -3.529274 -5.081449 -0.580470 0.0 0.0 0.0
H -0.332381 -5.892639 -1.533032 0.0 0.0 0.0
H -3.032358 -2.771845 -1.999728 -0.1 0.0 0.0
H 1.995543 -5.259756 -2.403423 0.0 0.0 0.0
H 2.234691 -4.471131 -0.851907 0.0 0.0 0.0
H 2.487704 -3.551940 -2.352219 0.0 0.0 0.0
```
Forces are in eV/Å.

# C29H36AsCaClN9O11PSe

A molecular structure, C29H36AsCaClN9O11PSe (ωB97M-V/def2-TZVPD, OMol25).

- Energy relative to the best compared isomer or geometry (same formula, charge and spin): 1.446 eV
- Charge: -2
- E_LUMO: 3.79 eV

```
90
Properties=species:S:1:pos:R:3:forces:R:3
Ca 1.211560 -0.318364 0.234747 0.3 0.5 -0.2
C 3.319109 1.566148 4.961012 0.1 -0.1 0.0
N 3.033620 1.625587 3.543540 -0.1 0.2 0.0
C 3.952898 1.921496 2.574074 0.1 -0.1 0.0
C 3.344642 1.680291 1.380600 -0.1 0.2 0.2
N 2.063157 1.261587 1.613762 0.2 0.7 0.6
C 1.896411 1.221699 2.917929 0.1 -0.2 0.0
P 0.476659 0.572569 3.878266 -0.2 0.3 -0.1
C -0.759288 1.800624 3.178792 0.0 -0.1 0.0
N -0.625667 2.682259 2.207758 0.1 0.1 0.1
C -1.830615 3.322697 2.098416 0.0 0.0 0.0
C -2.716472 2.825127 3.007879 0.0 0.0 0.0
N -2.028690 1.857665 3.698490 0.0 0.0 0.1
C -2.558406 1.036508 4.762385 0.0 -0.1 0.0
C -0.311086 -0.840341 3.007641 0.4 -0.3 0.1
N -0.453197 -1.035687 1.711782 -0.9 0.3 0.3
C -0.986351 -2.287691 1.548352 -0.1 0.0 0.0
C -1.165476 -2.856123 2.770760 0.0 0.0 0.0
N -0.740501 -1.934075 3.693880 0.0 0.0 0.0
C -0.537219 -2.211244 5.102806 0.1 -0.1 0.0
H 4.052226 2.334332 5.205912 0.0 0.0 0.0
H 3.700953 0.574967 5.206490 0.0 0.0 0.0
H 2.407619 1.744008 5.526718 0.0 0.0 0.0
H 4.954693 2.221585 2.825595 0.0 0.0 0.0
H 3.728854 1.777787 0.378777 0.0 0.0 0.0
H -1.994061 4.093167 1.361308 0.0 0.0 0.0
H -3.746835 3.053760 3.222953 0.0 0.0 0.0
H -3.541059 1.412870 5.042144 0.0 0.0 0.0
H -1.900037 1.068420 5.631178 0.0 0.0 0.0
H -2.661184 -0.002932 4.442223 0.0 0.0 0.0
H -1.189315 -2.685498 0.566057 0.0 0.0 0.0
H -1.523333 -3.826466 3.067593 0.0 0.0 0.0
H -1.197389 -3.028180 5.392715 0.0 0.0 0.0
H -0.769274 -1.327991 5.695570 0.0 0.0 0.0
H 0.506868 -2.478826 5.263131 0.0 0.0 0.0
O 0.690353 4.242540 -4.295330 -2.9 2.9 -2.4
C -0.598386 4.414249 -4.075115 1.6 0.1 -0.6
O -1.241716 5.286820 -4.620881 -0.6 0.2 -0.1
C -1.217607 3.468595 -3.106824 -0.2 0.2 -0.1
C -2.560104 3.356820 -2.835123 0.0 0.0 0.0
Cl -3.847306 4.215836 -3.561703 0.2 0.2 -0.1
N -2.723449 2.416309 -1.864646 0.2 -0.2 0.1
N -1.513530 1.911556 -1.503151 -0.2 0.0 0.1
C -0.613546 2.527743 -2.236664 0.0 -0.3 0.2
C 0.865161 2.193319 -2.124172 -0.2 -0.6 0.6
O 1.586665 2.799436 -2.958156 2.2 -2.7 2.4
O 1.252434 1.382502 -1.268637 -0.3 0.9 -0.7
C -3.886279 1.927895 -1.180553 0.2 0.1 -0.1
C -3.686728 1.072115 -0.102256 0.0 0.0 0.0
C -4.771096 0.586306 0.606161 0.0 0.0 0.0
C -6.066664 0.936230 0.253311 0.0 0.0 0.0
C -6.261057 1.777637 -0.828055 0.0 0.0 0.0
C -5.183145 2.275281 -1.548012 -0.1 0.0 0.0
H 1.079146 3.506607 -3.685081 0.2 -0.2 0.1
H -2.685373 0.793872 0.172815 0.2 0.0 0.1
H -4.586208 -0.080731 1.438392 0.0 0.0 0.0
H -6.912942 0.549675 0.808253 0.0 0.0 0.0
H -7.263538 2.055107 -1.131563 0.0 0.0 0.0
H -5.372937 2.920067 -2.386846 0.0 -0.1 0.1
O -0.079291 -1.278399 -1.329561 -0.2 -0.7 -0.5
N 0.863044 -2.102859 -1.556456 -0.3 -0.4 -0.6
O 0.609691 -3.267032 -1.856379 0.0 0.1 -0.2
O 2.037547 -1.687222 -1.445536 0.0 -0.4 -0.3
O 2.710172 -3.544003 3.471654 0.0 0.0 0.0
Se 2.917200 -1.982729 3.080797 0.0 0.0 0.2
O 2.008522 -1.089652 4.185589 0.1 0.0 -0.1
O 2.323197 -1.693114 1.557341 0.3 -0.3 0.6
O 4.446410 -1.446798 3.192053 0.0 0.0 0.0
C -2.088609 -1.467573 -4.390252 0.0 0.0 0.0
C -1.984221 -2.940054 -3.997069 0.0 0.1 0.0
As -2.672448 -3.190849 -2.176327 -0.2 0.0 0.2
C -4.626357 -3.074866 -2.550175 0.0 0.0 0.0
C -5.265726 -3.800167 -3.729727 0.0 0.0 0.0
C -2.398759 -5.139845 -1.963937 0.0 0.0 -0.1
C -2.590454 -6.073455 -3.154652 0.0 0.0 0.0
H -1.630277 -1.278209 -5.363658 0.0 0.0 0.0
H -1.586370 -0.837486 -3.652835 0.0 0.0 0.0
H -3.131808 -1.143420 -4.449224 0.0 0.0 0.0
H -0.938921 -3.251290 -3.958454 0.0 0.0 0.0
H -2.502308 -3.580958 -4.713586 0.0 0.0 0.0
H -4.797289 -1.998151 -2.645515 0.0 0.0 0.0
H -5.116060 -3.358045 -1.614092 0.0 0.0 0.0
H -4.707322 -3.640994 -4.654272 0.0 0.0 0.0
H -6.286311 -3.443995 -3.901931 0.0 0.0 0.0
H -5.323682 -4.875585 -3.560695 0.0 0.0 0.0
H -3.029140 -5.441447 -1.122442 0.0 0.0 0.0
H -1.365149 -5.204585 -1.615805 0.0 0.0 0.0
H -3.624035 -6.101616 -3.498255 0.0 0.0 0.0
H -2.300397 -7.096578 -2.896811 0.0 0.0 0.0
H -1.970913 -5.765046 -3.998088 0.0 0.0 0.0
```
Forces are in eV/Å.

# H18MgNO12

A molecular structure, H18MgNO12 (ωB97M-V/def2-TZVPD, OMol25).

- Energy relative to the best compared isomer or geometry (same formula, charge and spin): 1.827 eV
- Charge: +1
- E_LUMO: -5.80 eV

```
32
Properties=species:S:1:pos:R:3:forces:R:3
Mg 43.357743 5.801154 -18.771309 -1.0 0.5 2.6
N 44.225993 4.865185 -15.908003 1.9 -2.7 4.0
O 45.284707 4.318794 -16.092853 2.1 -1.8 -0.2
O 43.786636 5.521824 -16.786880 -3.4 4.1 -4.8
O 43.669123 4.732298 -14.829348 -1.3 0.5 0.2
O 43.874255 4.014175 -19.213925 0.5 0.0 -1.1
H 44.466911 3.905557 -19.957695 0.3 -0.4 -0.6
H 44.073585 3.275749 -18.638403 0.0 -0.4 0.7
O 47.634188 6.080476 -15.244440 -0.2 0.4 0.2
H 47.046658 5.325843 -15.284143 0.0 -0.2 0.3
H 48.208933 5.977315 -16.002901 0.2 -0.1 -0.2
O 43.187581 4.888910 -12.029656 -0.2 -0.3 0.2
H 43.312284 4.617934 -12.939191 0.2 -0.1 0.0
H 42.599303 5.642182 -12.082169 0.0 0.3 0.2
O 42.851635 7.720117 -18.192430 0.3 -0.3 -0.7
H 42.002956 7.923953 -17.799452 -0.6 -0.2 0.1
H 43.426469 8.428695 -17.903094 0.5 0.3 0.1
O 41.498646 5.144795 -18.217662 0.4 0.1 -1.6
H 40.813327 4.671752 -18.689681 -0.2 -0.1 -0.4
H 41.241829 5.084353 -17.297541 -0.3 0.5 1.7
O 45.403625 1.999460 -14.132111 -0.1 -0.4 -0.1
H 45.638935 2.479819 -13.338310 0.1 0.1 0.3
H 45.135375 2.677466 -14.752268 0.1 0.2 -0.1
O 40.701128 5.517513 -15.679578 0.0 -0.1 -0.4
H 40.381098 6.337673 -15.303884 -0.2 0.2 0.0
H 41.215802 5.117243 -14.978777 0.4 -0.3 0.3
O 47.468926 4.317126 -17.574301 0.6 0.1 -0.5
H 46.717015 4.390066 -16.986472 -0.2 -0.1 0.1
H 47.084052 4.218869 -18.445193 0.2 -0.1 -0.2
O 44.776321 7.193302 -13.353725 -0.1 0.2 0.1
H 44.442740 6.523537 -13.950693 -0.1 -0.3 0.0
H 44.671433 8.015396 -13.832665 0.2 0.3 0.0
```
Forces are in eV/Å.

Computed values of F_max (unit: eV Å⁻¹) for the preceding records, in sequence: 4.70; 0.99; 4.75; 7.17.
Computed values of energy (unit: eV) for the preceding records, in sequence: -106842.5223; -197287.9589; -233026.8286; -31789.0346.